# 1
Formula: C15H20FeNO4
Source: OMol25
Level of theory: wB97M-V/def2-TZVPD

Each line ends with the Löwdin spin population.
Cartesian coordinates (Å):
O: 1.5786 -2.3692 1.3524  -0.036
C: 1.5635 -1.3198 0.7884  -0.004
Fe: 1.4748 0.2944 0.1277  2.525
C: 2.3119 0.7651 1.6746  0.074
O: 2.9430 0.8608 2.6442  0.035
C: 2.6802 0.0100 -1.1525  0.116
O: 3.7670 -0.3152 -1.4408  0.099
C: -2.1674 0.0805 2.7083  0.039
C: -2.0494 -0.9112 1.4366  0.085
C: -0.9340 -0.7148 0.4445  0.473
C: -0.6333 0.6444 0.0332  0.165
C: -0.5518 1.5552 1.2051  0.058
C: -1.1775 1.2472 2.4102  0.248
H: -1.7095 -0.4496 3.5116  0.007
H: -1.9554 -1.8323 2.0369  0.004
H: -2.9887 -0.9930 0.8517  0.027
H: -0.9062 -1.5785 -0.2503  0.013
H: -0.6935 0.9677 -1.0238  0.025
H: -0.0809 2.5332 1.0306  0.013
H: -0.7480 1.6549 3.3498  0.012
C: -2.3307 -3.2317 5.3153  0.000
O: -2.5829 -1.9581 4.7183  0.001
C: -3.2657 -1.0353 5.5578  0.000
C: -3.3817 0.3033 4.8069  0.000
C: -4.5712 1.1657 5.2631  0.000
C: -5.0288 1.9211 4.0127  0.001
C: -4.5640 1.0949 2.7894  0.004
N: -3.5221 0.1067 3.2577  0.012
H: -1.6144 -3.7414 4.6673  0.000
H: -1.9075 -3.1403 6.3277  0.000
H: -3.2503 -3.8339 5.3867  0.000
H: -4.2823 -1.4268 5.7889  0.000
H: -2.6992 -0.8774 6.5090  0.000
H: -2.4523 0.8660 4.9201  0.000
H: -5.3749 0.4895 5.6086  0.000
H: -4.3051 1.8317 6.1129  0.000
H: -6.1284 2.0323 4.0083  0.000
H: -4.5783 2.9349 3.9769  0.000
H: -5.4099 0.5563 2.3497  0.000
H: -4.0918 1.6933 2.0215  0.002
H: -3.9409 -0.8358 3.1550  0.001

- HOMO energy (spin up / spin down) (Ha) = -0.3359 / -0.4001
- multiplicity = 5
- LUMO (spin up / spin down) (eV) = -2.49 / -4.58
- ΔE to the lowest compared entry with this formula, charge and spin (kJ/mol) = 0.0
- total charge = +1


# 2
Formula: C15H20IOPm
Source: OMol25
Level of theory: wB97M-V/def2-TZVPD

Each line ends with the Löwdin spin population.
Cartesian coordinates (Å):
Pm: 0.0562 -0.0425 1.5296  4.008
C: 0.7509 -1.6959 3.1562  0.002
C: -0.6554 -1.6980 3.1782  0.001
C: -1.1138 -2.1469 1.9286  -0.007
H: -1.2714 -1.3579 3.9895  0.001
C: 0.0084 -2.4304 1.1293  0.000
C: 1.1622 -2.1562 1.8865  0.000
H: 2.1780 -2.2787 1.5552  0.001
H: 1.3920 -1.3811 3.9613  0.001
H: -2.1405 -2.1779 1.6106  0.000
H: -0.0117 -2.7455 0.1005  0.000
C: 1.5544 1.7149 2.2722  0.009
C: 2.3554 0.6209 1.9341  -0.005
C: 2.1911 0.3709 0.5497  -0.002
H: 2.9578 0.0437 2.6129  0.000
C: 1.3357 1.3627 0.0319  -0.003
C: 0.9212 2.1762 1.0914  0.006
H: 0.2063 2.9775 1.0432  0.001
H: 1.4016 2.1118 3.2598  0.002
H: 2.6573 -0.4154 -0.0182  0.000
H: 0.9902 1.4144 -0.9863  0.000
O: -1.0779 -0.0664 0.0835  -0.015
C: -0.7001 0.2479 -2.8788  0.000
C: -1.9572 0.4479 -2.1096  0.001
C: -0.2295 -1.1291 -3.1577  0.000
C: -0.0774 1.4022 -3.5705  0.000
C: -1.7320 0.9157 -0.6676  0.001
H: -2.5411 -0.4755 -2.0668  0.000
H: -2.5872 1.2007 -2.5933  0.000
H: -1.1853 1.8635 -0.6687  0.000
H: -2.6959 1.1114 -0.1848  0.000
H: -0.7284 -1.5681 -4.0350  0.000
H: -0.4392 -1.7922 -2.3195  0.000
H: 0.8414 -1.1639 -3.3647  0.000
H: -0.5208 1.5791 -4.5623  0.000
H: 0.9911 1.2565 -3.7366  0.000
H: -0.2072 2.3312 -3.0122  0.000
I: -2.0778 1.5739 3.0296  -0.003

- HOMO energy (spin up / spin down) (Ha) = 0.0818 / 0.0816
- multiplicity = 5
- LUMO (spin up / spin down) (eV) = 4.61 / 4.61
- total charge = -2


# 3
Formula: C15H20N2O11P2TeV
Source: OMol25
Level of theory: wB97M-V/def2-TZVPD

Each line ends with the Löwdin spin population.
Cartesian coordinates (Å):
V: -0.3198 0.4781 -1.3932  1.902
C: -0.2458 3.7269 -5.2961  0.000
C: -0.5980 2.5232 -4.4383  0.000
O: -1.5971 1.7670 -5.1044  0.000
P: -1.2670 3.0019 -2.8008  0.004
O: -0.1418 3.7552 -2.0319  0.003
O: -2.4237 4.0457 -2.9640  0.000
O: -1.7636 1.7425 -2.1126  0.028
P: 0.8710 1.4954 -3.9924  0.002
O: 1.5489 0.9764 -5.3169  0.000
O: 1.7386 2.3298 -3.1108  0.005
O: 0.2341 0.2598 -3.3259  0.018
H: -1.1183 4.3652 -5.4300  0.000
H: 0.0711 3.3730 -6.2772  0.000
H: 0.5563 4.3127 -4.8485  0.000
H: -1.6779 0.9075 -4.6701  0.000
H: 0.7593 3.4248 -2.3304  0.000
H: -3.3141 3.6878 -2.8691  0.000
H: 2.2668 1.5336 -5.6389  0.000
N: -0.9039 -1.6031 -1.6759  0.003
N: 0.2951 -2.3231 -1.5302  0.005
C: 1.3727 -1.7341 -0.9183  0.005
O: 2.3843 -2.3353 -0.6682  0.002
O: 1.1579 -0.4554 -0.5864  0.022
H: -1.6052 -1.9455 -1.0201  0.002
H: -1.2454 -1.6913 -2.6300  0.003
H: 0.3100 -3.3113 -1.7197  0.000
Te: 1.3939 -0.2147 1.9409  0.000
C: 1.0097 0.1058 3.9625  0.003
C: -0.2705 0.1043 4.5065  0.000
C: -0.4144 0.2782 5.8727  0.000
C: 0.7055 0.4381 6.6809  0.000
C: 1.9781 0.4382 6.1323  0.000
C: 2.1359 0.2808 4.7617  0.000
C: 0.3573 -2.0351 1.8736  -0.001
C: 1.0449 -3.2353 1.9705  0.000
C: 0.3270 -4.4236 1.9225  0.000
C: -1.0513 -4.3993 1.7671  0.000
C: -1.7274 -3.1892 1.6681  0.000
C: -1.0248 -1.9926 1.7235  0.000
H: -1.1407 -0.0182 3.8766  0.000
H: -1.4036 0.2878 6.3111  0.000
H: 0.5820 0.5688 7.7479  0.000
H: 2.8452 0.5706 6.7650  0.000
H: 3.1312 0.3017 4.3313  0.000
H: 2.1231 -3.2603 2.0565  0.000
H: 0.8507 -5.3671 1.9984  0.000
H: -1.6041 -5.3289 1.7311  0.000
H: -2.8055 -3.1753 1.5666  0.000
H: -1.5442 -1.0448 1.6533  0.000
O: -0.6539 1.1138 0.2850  -0.025
O: -0.1886 0.8891 1.5947  0.017

- HOMO energy (spin up / spin down) (Ha) = -0.4566 / -0.4573
- multiplicity = 3
- LUMO (spin up / spin down) (eV) = -3.71 / -3.62
- ΔE to the lowest compared entry with this formula, charge and spin (kJ/mol) = 0.0
- total charge = +1


# 4
Formula: C15H20N2O5S
Source: OMol25
Level of theory: wB97M-V/def2-TZVPD

Each line ends with the Löwdin charge.
Cartesian coordinates (Å):
C: 4.6524 2.8987 1.5325  -0.103
C: 3.9211 1.7706 0.8171  -0.232
C: 3.4957 2.1997 -0.5883  -0.217
O: 2.8023 1.2038 -1.3168  -0.138
C: 3.5872 0.1484 -1.8252  -0.147
C: 3.0349 -1.2119 -1.3636  -0.229
C: 1.5301 -1.3536 -1.6387  -0.017
C: 0.8701 -1.0729 -0.2928  -0.214
C: 0.0563 0.2092 -0.1328  -0.007
C: -1.1527 -0.2071 0.7342  -0.397
C: -0.9750 0.1696 2.2077  0.023
C: -2.4538 0.3590 0.2270  -0.334
C: -2.6157 1.5958 -0.3087  -0.373
S: -4.2772 1.8771 -0.7049  1.012
C: -4.6224 0.2526 -0.0932  -0.685
N: -5.8679 -0.2641 -0.1703  0.087
N: -3.5930 -0.3752 0.3490  0.114
O: -1.2167 -1.6365 0.6430  0.120
C: -0.1484 -2.1670 0.0841  -0.412
O: -0.0007 -3.3361 -0.1255  0.154
C: 2.0445 -1.1319 0.6906  -0.415
O: 1.9770 -1.0152 1.8804  0.149
O: 3.1905 -1.3220 0.0438  0.091
H: 4.0130 3.7743 1.6212  0.073
H: 5.5489 3.1836 0.9856  0.073
H: 4.9436 2.5824 2.5303  0.073
H: 4.5698 0.8946 0.7553  0.110
H: 3.0383 1.4816 1.3898  0.105
H: 4.3740 2.5370 -1.1573  0.127
H: 2.7890 3.0321 -0.5247  0.129
H: 4.6293 0.2369 -1.5047  0.131
H: 3.5540 0.1780 -2.9232  0.136
H: 3.6270 -2.0099 -1.8210  0.159
H: 1.2968 -2.3750 -1.9463  0.131
H: 1.2095 -0.6569 -2.4095  0.132
H: -0.2747 0.5587 -1.1111  0.131
H: 0.6266 1.0033 0.3437  0.131
H: -1.7891 -0.2613 2.7845  0.096
H: -0.9916 1.2508 2.3176  0.095
H: -0.0294 -0.2226 2.5748  0.076
H: -1.8865 2.3578 -0.4888  0.069
H: -6.6439 0.3673 -0.2673  0.088
H: -6.0229 -1.1175 0.3406  0.105

- HOMO energy (Ha) = -0.3048
- multiplicity = 1
- LUMO (eV) = 0.53
- ΔE to the lowest compared entry with this formula, charge and spin (kJ/mol) = 111.9
- structure (SMILES) = CCCOC[C@@H]1C[C@]2(C[C@@](C)(c3csc(N)n3)OC2=O)C(=O)O1


# 5
Formula: C15H20N4O3S
Source: OMol25
Level of theory: wB97M-V/def2-TZVPD

Each line ends with the Löwdin charge.
Cartesian coordinates (Å):
C: 3.6766 -1.5086 3.9555  -0.117
O: 2.8657 -1.8061 2.8504  -0.183
C: 1.5023 -1.5458 3.0766  -0.226
C: 0.7105 -1.9432 1.8333  -0.144
N: 1.1265 -1.1708 0.6907  0.071
C: 1.5426 -1.7434 -0.4505  -0.569
O: 1.4716 -2.9272 -0.6944  0.056
C: 2.1297 -0.7464 -1.4481  -0.335
S: 0.8477 0.1792 -2.3470  1.039
C: 0.5060 1.4598 -1.2293  -0.605
N: 1.0424 1.6104 -0.0539  0.039
N: 0.4940 2.7673 0.4377  0.097
C: -0.3818 3.3397 -0.4393  -0.511
O: -1.0290 4.3485 -0.3137  0.073
N: -0.3498 2.4770 -1.5349  0.000
C: -1.2225 2.5752 -2.6756  -0.127
C: -2.6365 2.0829 -2.3212  -0.112
C: -2.5598 0.7303 -1.6701  -0.256
C: -2.5553 0.6228 -0.2854  -0.043
C: -2.3969 -0.6093 0.3241  -0.086
C: -2.2318 -1.7488 -0.4442  -0.088
C: -2.2431 -1.6516 -1.8251  -0.085
C: -2.4076 -0.4203 -2.4335  -0.079
H: 3.6148 -0.4454 4.2220  0.088
H: 3.3926 -2.1058 4.8312  0.088
H: 4.6967 -1.7515 3.6666  0.089
H: 1.3527 -0.4739 3.2917  0.124
H: 1.1384 -2.1208 3.9427  0.126
H: -0.3572 -1.7983 2.0276  0.105
H: 0.8979 -2.9915 1.5900  0.129
H: 1.2125 -0.1644 0.7898  0.093
H: 2.6700 -1.2958 -2.2182  0.085
H: 2.7777 -0.0204 -0.9609  0.082
H: 0.7715 3.1169 1.3380  0.158
H: -0.7899 1.9687 -3.4748  0.104
H: -1.2585 3.6240 -2.9813  0.134
H: -3.0923 2.8018 -1.6387  0.118
H: -3.2268 2.0427 -3.2371  0.121
H: -2.6783 1.5118 0.3184  0.117
H: -2.4070 -0.6750 1.4030  0.099
H: -2.0942 -2.7098 0.0276  0.106
H: -2.1132 -2.5372 -2.4280  0.108
H: -2.4089 -0.3477 -3.5116  0.116

- HOMO energy (Ha) = -0.3126
- multiplicity = 1
- LUMO (eV) = 0.61
- ΔE to the lowest compared entry with this formula, charge and spin (kJ/mol) = 163.9
- structure (SMILES) = COCCNC(=O)CSc1n[nH]c(=O)n1CCc1ccccc1


Which formula does entry 5 have? C15H20N4O3S


Which value of multiplicity does entry 2 give? 5


What did the fifth record say?
Formula: C15H20N4O3S
Source: OMol25
Level of theory: wB97M-V/def2-TZVPD

Each line ends with the Löwdin charge.
Cartesian coordinates (Å):
C: 3.6766 -1.5086 3.9555  -0.117
O: 2.8657 -1.8061 2.8504  -0.183
C: 1.5023 -1.5458 3.0766  -0.226
C: 0.7105 -1.9432 1.8333  -0.144
N: 1.1265 -1.1708 0.6907  0.071
C: 1.5426 -1.7434 -0.4505  -0.569
O: 1.4716 -2.9272 -0.6944  0.056
C: 2.1297 -0.7464 -1.4481  -0.335
S: 0.8477 0.1792 -2.3470  1.039
C: 0.5060 1.4598 -1.2293  -0.605
N: 1.0424 1.6104 -0.0539  0.039
N: 0.4940 2.7673 0.4377  0.097
C: -0.3818 3.3397 -0.4393  -0.511
O: -1.0290 4.3485 -0.3137  0.073
N: -0.3498 2.4770 -1.5349  0.000
C: -1.2225 2.5752 -2.6756  -0.127
C: -2.6365 2.0829 -2.3212  -0.112
C: -2.5598 0.7303 -1.6701  -0.256
C: -2.5553 0.6228 -0.2854  -0.043
C: -2.3969 -0.6093 0.3241  -0.086
C: -2.2318 -1.7488 -0.4442  -0.088
C: -2.2431 -1.6516 -1.8251  -0.085
C: -2.4076 -0.4203 -2.4335  -0.079
H: 3.6148 -0.4454 4.2220  0.088
H: 3.3926 -2.1058 4.8312  0.088
H: 4.6967 -1.7515 3.6666  0.089
H: 1.3527 -0.4739 3.2917  0.124
H: 1.1384 -2.1208 3.9427  0.126
H: -0.3572 -1.7983 2.0276  0.105
H: 0.8979 -2.9915 1.5900  0.129
H: 1.2125 -0.1644 0.7898  0.093
H: 2.6700 -1.2958 -2.2182  0.085
H: 2.7777 -0.0204 -0.9609  0.082
H: 0.7715 3.1169 1.3380  0.158
H: -0.7899 1.9687 -3.4748  0.104
H: -1.2585 3.6240 -2.9813  0.134
H: -3.0923 2.8018 -1.6387  0.118
H: -3.2268 2.0427 -3.2371  0.121
H: -2.6783 1.5118 0.3184  0.117
H: -2.4070 -0.6750 1.4030  0.099
H: -2.0942 -2.7098 0.0276  0.106
H: -2.1132 -2.5372 -2.4280  0.108
H: -2.4089 -0.3477 -3.5116  0.116

- HOMO energy (Ha) = -0.3126
- multiplicity = 1
- LUMO (eV) = 0.61
- ΔE to the lowest compared entry with this formula, charge and spin (kJ/mol) = 163.9
- structure (SMILES) = COCCNC(=O)CSc1n[nH]c(=O)n1CCc1ccccc1